Record 1
A gas-phase ion, C3H5ClNO (charge +1), computed with ωB97M-V with the def2-TZVPD basis set.

```
! wB97M-V def2-TZVPD RIJCOSX def2/J DEFGRID3
* xyz 1 1
C -1.6162 -1.1102 -0.9467
C 1.2372 0.3404 1.1190
C 0.8295 1.0240 -0.0499
N -0.4545 -0.8574 -0.4642
O -0.0692 0.5991 -0.7744
Cl -2.9035 -0.1520 -1.5625
H -1.8113 -2.1217 -1.0207
H 0.3063 0.1999 1.5698
H 1.3556 -0.7239 0.7871
H 2.0206 0.6997 1.7403
H 1.1055 2.1020 -0.3977
*
```

The HOMO energy comes out at -16.13 eV. The value obtained for the LUMO energy is -0.198 hartree.


Record 2
2 unconnected molecules or ions with the total composition C3H5ClNOP, computed with ωB97M-V with the def2-TZVPD basis set.

```
! wB97M-V def2-TZVPD RIJCOSX def2/J DEFGRID3
* xyz 0 3
C -2.1765 1.8854 2.7150
C 0.6697 -0.0703 -1.1745
C -0.0519 0.3534 0.1614
N -2.2006 1.7508 3.8506
O -0.4299 1.7492 0.1499
P -1.9032 2.2580 0.2099
Cl -1.8271 4.2040 0.2687
H 1.7995 0.1382 -1.1795
H 0.5708 -1.2286 -1.3705
H 0.0618 0.3552 -2.0145
H 0.5998 0.1548 1.1296
H -0.9765 -0.2436 0.2119
*
```

The HOMO energy (alpha / beta) comes out at -7.10 / -11.06 eV. The value obtained for the LUMO energy (alpha / beta) is 0.024 / -0.145 hartree. The expectation value of S² is 2.012.


Record 3
2 unconnected molecules or ions with the total composition C3H5ClNP, computed with ωB97M-V with the def2-TZVPD basis set.

```
! wB97M-V def2-TZVPD RIJCOSX def2/J DEFGRID3
* xyz 0 1
C 0.9105 -0.9939 0.3002
C 1.5917 0.8723 -0.7886
C 0.6735 -0.2052 -0.8578
N 1.1273 -1.3668 1.3822
P -2.5979 0.1842 0.7033
Cl -2.2092 -1.3471 1.9741
H 1.5115 1.6663 -1.5617
H -1.3833 0.7896 0.9315
H 2.4800 0.8994 -0.0766
H -0.1151 -0.3640 -1.5261
H -1.9889 -0.1348 -0.4806
*
```

The HOMO energy comes out at -9.78 eV. The value obtained for the LUMO energy is -0.003 hartree. As for the SMILES: C=CC#N.PCl.


Record 4
A single C3H5ClO molecule, computed with ωB97M-V with the def2-TZVPD basis set.

```
! wB97M-V def2-TZVPD RIJCOSX def2/J DEFGRID3
* xyz 0 1
C 0.8476 -0.4029 -0.9061
C -0.5671 -0.4811 0.1074
C -0.7506 0.6704 1.0669
H 0.6294 -1.0612 -1.8242
H 1.9567 -0.6905 -0.3616
H 0.9929 0.5444 -1.5057
H -0.8187 0.3559 2.1364
H -1.6390 0.9445 0.6467
O -1.2475 -1.5701 0.1340
Cl 0.5963 1.6904 0.5063
*
```

The HOMO energy comes out at -10.09 eV. The value obtained for the LUMO energy is 0.016 hartree. As for the SMILES: CC(=O)CCl.


Record 5
A single C3H5ClO molecule, computed with ωB97M-V with the def2-TZVPD basis set.

```
! wB97M-V def2-TZVPD RIJCOSX def2/J DEFGRID3
* xyz 0 1
C -0.5585 0.3683 0.3878
C 0.7437 -0.1862 0.9479
C 1.9663 0.5779 0.1836
H -0.4445 1.1868 -0.2438
H -1.1712 0.6206 1.3152
H 0.9262 0.2104 1.9610
H 0.8599 -1.2962 0.7473
H 2.9832 0.4915 0.4040
O 1.8025 1.2363 -0.8381
Cl -1.7931 -0.9214 -0.3880
*
```

The HOMO energy comes out at -10.19 eV. The value obtained for the LUMO energy is 0.029 hartree. As for the SMILES: O=CCCCl.


Record 6
A single C3H5ClO2 molecule, computed with ωB97M-V with the def2-TZVPD basis set.

```
! wB97M-V def2-TZVPD RIJCOSX def2/J DEFGRID3
* xyz 0 1
C 1.4045 0.5503 -0.2580
C -0.8929 -0.6050 0.0184
C -0.0851 0.6984 0.2152
O 1.9914 1.6938 -0.6391
O -0.5444 1.7659 0.5162
Cl 2.9421 -0.5526 0.5795
H 1.2762 -0.0432 -1.1839
H -0.2947 -1.2700 -0.5024
H -1.8093 -0.2213 -0.4679
H -0.9343 -1.1708 0.8856
H 2.1787 2.3713 0.1584
*
```

The HOMO energy comes out at -10.35 eV. The value obtained for the LUMO energy is -0.015 hartree. As for the SMILES: CC(=O)[C@@H](O)Cl.


Record 7
2 unconnected molecules or ions with the total composition C3H5ClO3, computed with ωB97M-V with the def2-TZVPD basis set.

```
! wB97M-V def2-TZVPD RIJCOSX def2/J DEFGRID3
* xyz 0 1
C -0.5038 1.0840 -0.2004
C -0.6404 0.8519 -1.6722
C 0.6268 -0.8958 0.8190
O -0.7641 1.9321 0.5574
O 1.8085 -0.3544 1.1978
O -0.0360 -1.4219 1.9529
Cl 0.7670 -1.9031 -0.6398
H -1.4358 1.5984 -1.9870
H 0.2407 1.2662 -2.0710
H -0.9125 -0.1253 -2.0153
H 1.8374 -0.5316 2.2370
H -0.9878 -1.5005 1.8216
*
```

The HOMO energy (alpha / beta) comes out at -7.29 / -7.39 eV. The value obtained for the LUMO energy (alpha / beta) is 0.021 / 0.019 hartree.


Record 8
A molecular structure, C3H5ClP, computed with ωB97M-V with the def2-TZVPD basis set.

```
! wB97M-V def2-TZVPD RIJCOSX def2/J DEFGRID3
* xyz 1 1
C 0.7249 -0.5628 -1.3097
C 0.3109 -1.3164 -0.4216
C -0.7987 1.0262 0.3952
P 0.9022 0.9057 -0.1005
Cl 1.5087 -1.0713 2.0831
H 1.0329 -0.5876 -2.3722
H -0.1648 -1.9057 0.2819
H -1.5134 0.3484 -0.0386
H -0.9581 2.1326 0.0421
H -1.0446 1.0310 1.4405
*
```

The HOMO energy (alpha / beta) comes out at -14.94 / -14.90 eV. The value obtained for the LUMO energy (alpha / beta) is -0.295 / -0.295 hartree.


Record 9
2 unconnected molecules or ions with the total composition C3H5ClS, computed with ωB97M-V with the def2-TZVPD basis set.

```
! wB97M-V def2-TZVPD RIJCOSX def2/J DEFGRID3
* xyz 0 1
C 1.1044 1.2616 2.0946
C 0.6865 0.2629 0.2828
C -1.1780 -0.8925 -1.3698
S -0.8244 -0.5694 0.4250
Cl 1.2806 0.8025 -1.1833
H 2.2292 1.1896 2.0177
H 0.5083 0.5954 2.5853
H -2.0652 -0.2532 -1.7008
H -1.4151 -1.9096 -1.2720
H -0.3264 -0.4873 -1.8794
*
```

The HOMO energy (alpha / beta) comes out at -8.50 / -7.25 eV. The value obtained for the LUMO energy (alpha / beta) is -0.014 / -0.030 hartree.


Record 10
A single C3H5ClS molecule, computed with ωB97M-V with the def2-TZVPD basis set.

```
! wB97M-V def2-TZVPD RIJCOSX def2/J DEFGRID3
* xyz 0 1
C -0.2699 -0.5152 -0.2819
C 0.2740 0.9251 -0.1363
C 0.9552 -0.0481 0.6153
H -2.7721 -0.5685 -0.9341
H 0.1897 -0.8701 -1.0930
H 0.7604 1.4280 -0.8729
H -0.1016 1.7310 0.6986
H 0.7101 -0.0780 1.7707
S -1.9583 -0.9483 0.2114
Cl 2.2125 -1.0561 0.0221
*
```

The HOMO energy comes out at -9.09 eV. The value obtained for the LUMO energy is 0.029 hartree. As for the SMILES: S[C@H]1C[C@@H]1Cl.


Record 11
A molecular structure, C3H5CsO4, computed with ωB97M-V with the def2-TZVPD basis set.

```
! wB97M-V def2-TZVPD RIJCOSX def2/J DEFGRID3
* xyz 0 1
O 1.2130 -0.7702 -1.4812
C 1.5005 -1.6745 -0.4071
C 2.1989 0.0289 -1.9954
O 2.4768 -2.3987 -0.5010
O 0.8707 -1.2889 0.5995
C 2.4602 1.2616 -1.5298
H 2.4230 -0.3108 -3.0094
H 1.3486 2.4669 0.8437
H 2.9521 1.9647 -2.2046
H 2.7045 1.4549 -0.4860
O 0.4150 2.5533 1.2795
H 0.3417 3.4646 1.5734
Cs -1.7866 0.2246 0.5512
*
```

The HOMO energy comes out at -7.85 eV. The value obtained for the LUMO energy is -0.028 hartree.


Record 12
A single C3H5F2NO2 molecule, computed with ωB97M-V with the def2-TZVPD basis set.

```
! wB97M-V def2-TZVPD RIJCOSX def2/J DEFGRID3
* xyz 0 1
C -0.4486 -0.5619 -0.6819
C -1.6170 -0.0331 0.1462
C 1.2505 1.0301 0.1443
H 2.2977 -0.7598 0.8531
H -0.5219 -1.6625 -0.7318
H -0.6000 -0.0824 -1.6712
H -2.6111 -0.4186 -0.2202
H 0.5383 1.8028 -0.1553
N 0.8380 -0.2250 -0.1474
O 1.6561 -1.2449 0.3444
O 2.3465 1.2119 0.6161
F -1.6888 1.3416 0.0611
F -1.4397 -0.3982 1.4425
*
```

The HOMO energy comes out at -9.39 eV. The value obtained for the LUMO energy is 0.027 hartree. As for the SMILES: O=CN(O)CC(F)F.


Table of maximum force (eV Å⁻¹), in record order: 3.89 2.56 6.03 6.88 4.71 3.81 3.60 3.09 6.57 5.79 3.43 1.92
Table of energy relative to the best compared isomer or geometry (same formula, charge and spin) (kcal per mole), in record order: 41.5 10.7 48.8 60.1 27.2 48.1 77.8 86.4 130.0 48.7 35.4 44.9